Density functional theory data (ωB97M-V with the def2-TZVPD basis set) for a molecular structure, C15H24F6N2O3PRhS3Sb.

Computed properties:
E_tot = -92714.1432 eV
Strongest force on any atom = 0.13 eV/A
LUMO energy = -0.166 hartree
ΔE to the lowest compared entry with this formula, charge and spin = 0.0 kJ/mol
Net charge = +1

Structure (XYZ):
```
56
Properties=species:S:1:pos:R:3:mulliken_charge:R:1
Rh 0.763 0.602 1.418 1.025
C 3.476 -4.563 4.269 -1.249
C 2.816 -3.264 4.642 -0.088
O 2.935 -2.362 3.485 -0.236
P 2.323 -0.936 3.452 0.992
S 2.936 0.075 1.817 -0.403
S 0.318 -0.832 3.138 -0.382
O 2.750 -0.316 4.822 -0.248
C 2.388 1.053 5.208 -0.245
C 2.987 1.317 6.563 -1.342
H 3.407 -5.252 5.111 0.395
H 4.528 -4.408 4.035 0.317
H 2.984 -5.017 3.410 0.319
H 3.300 -2.778 5.486 0.290
H 1.754 -3.392 4.854 0.327
H 1.300 1.117 5.216 0.376
H 2.783 1.724 4.445 0.341
H 2.592 0.624 7.305 0.329
H 2.733 2.331 6.871 0.397
H 4.072 1.228 6.533 0.332
C -2.421 2.767 -4.224 -1.501
C -2.289 1.811 -3.047 0.157
C -0.828 1.486 -2.784 -1.109
N -0.674 0.583 -1.631 0.593
C 0.079 -0.481 -1.513 0.246
S 0.531 -1.154 0.026 -0.515
N 0.534 -1.184 -2.571 0.004
C -0.007 -1.330 -3.902 -0.270
O 0.770 -1.485 -4.799 -0.514
C -1.480 -1.363 -4.033 0.688
C -2.024 -0.971 -5.254 -0.478
C -3.395 -1.006 -5.438 -0.589
C -4.220 -1.455 -4.413 -0.428
C -3.676 -1.873 -3.206 -0.802
C -2.306 -1.822 -3.010 0.040
H -3.466 3.010 -4.409 0.388
H -2.014 2.325 -5.136 0.331
H -1.889 3.702 -4.036 0.387
H -2.840 0.890 -3.240 -0.029
H -2.715 2.264 -2.148 0.472
H -0.278 2.398 -2.539 0.569
H -0.354 1.044 -3.656 0.459
H -1.090 0.920 -0.771 0.081
H 1.413 -1.668 -2.439 0.283
H -1.362 -0.644 -6.046 0.501
H -3.822 -0.692 -6.381 0.434
H -5.291 -1.489 -4.561 0.411
H -4.320 -2.244 -2.420 0.429
H -1.886 -2.168 -2.073 0.466
F 0.987 2.361 0.067 -0.664
Sb -0.306 3.433 1.090 2.519
F -1.184 3.832 -0.502 -0.504
F 0.822 4.896 1.086 -0.494
F -1.194 1.664 1.058 -0.726
F 0.647 2.581 2.553 -0.595
F -1.598 4.111 2.222 -0.489
```

***

Density functional theory data (ωB97M-V with the def2-TZVPD basis set) for a gas-phase ion, C5H12NO2 (charge -1).

Computed properties:
E_tot = -10963.5491 eV
Strongest force on any atom = 2.44 eV/A
LUMO energy = 0.150 hartree
ΔE to the lowest compared entry with this formula, charge and spin = 332.0 kJ/mol
Net charge = -1

Structure (XYZ):
```
20
Properties=species:S:1:pos:R:3:mulliken_charge:R:1
C -0.212 1.140 0.631 -0.921
N 1.066 0.442 0.687 -0.485
C 1.525 0.106 1.957 -0.647
O 0.908 -1.091 2.563 -0.533
C -1.444 0.232 0.002 -0.644
C -0.878 -0.800 -0.945 -0.589
C -0.412 -0.314 -2.275 -0.510
O 0.909 0.148 -2.250 -0.615
H 0.016 1.898 -0.139 0.289
H -0.479 1.562 1.599 0.527
H 1.259 0.132 -1.323 0.443
H 1.492 0.944 2.724 0.286
H 2.620 -0.005 1.899 0.243
H 0.617 -1.466 1.721 0.289
H -2.125 0.866 -0.540 0.428
H -1.858 -0.270 0.881 0.352
H 0.012 -1.205 -0.412 0.241
H -1.512 -1.695 -1.000 0.372
H -1.078 0.456 -2.689 0.227
H -0.426 -1.079 -3.092 0.246
```

***

Density functional theory data (ωB97M-V with the def2-TZVPD basis set) for a molecular structure, C46H54N6O2PRu.

Computed properties:
2S+1 = 5
E_tot = -73465.0106 eV
Strongest force on any atom = 0.47 eV/A
LUMO energy (spin up / spin down) = -0.269 / -0.370 hartree
ΔE to the lowest compared entry with this formula, charge and spin = 0.0 kJ/mol
Net charge = +3

Structure (XYZ):
```
110
Properties=species:S:1:pos:R:3:mulliken_spin:R:1
Ru 0.172 -1.303 -0.443 3.140
C 5.330 -2.766 1.821 0.000
C 4.422 -3.790 1.595 0.003
C 3.060 -3.533 1.629 0.006
C 2.603 -2.244 1.904 0.006
C 3.521 -1.212 2.117 -0.004
C 4.879 -1.477 2.077 0.002
P 0.845 -1.875 1.815 0.006
C 0.403 -0.713 3.111 -0.043
C -0.751 0.054 2.960 0.020
C -1.167 0.892 3.982 0.004
C -0.431 0.964 5.158 0.000
C 0.712 0.192 5.317 0.000
C 1.132 -0.650 4.300 -0.004
C -0.094 -3.395 2.074 -0.065
C 0.046 -4.274 3.136 0.004
C -0.827 -5.356 3.259 0.012
C -1.838 -5.549 2.337 0.082
C -1.995 -4.667 1.252 -0.016
C -3.028 -4.816 0.297 0.220
C -3.161 -3.918 -0.755 0.026
C -2.276 -2.862 -0.900 -0.009
C -1.205 -2.664 0.005 0.098
C -1.097 -3.582 1.113 0.171
H 6.392 -2.973 1.808 0.000
H 4.772 -4.795 1.402 0.000
H 2.361 -4.340 1.447 -0.006
H 3.179 -0.206 2.325 -0.001
H 5.588 -0.681 2.263 0.000
H -1.346 -0.033 2.058 0.000
H -2.068 1.480 3.870 0.000
H -0.755 1.616 5.957 0.000
H 1.276 0.243 6.239 0.000
H 2.022 -1.251 4.435 -0.001
H 0.822 -4.123 3.876 -0.001
H -0.719 -6.041 4.089 0.002
H -2.521 -6.381 2.449 0.002
H -3.724 -5.640 0.393 -0.003
H -3.960 -4.057 -1.471 0.007
H -2.377 -2.194 -1.747 0.006
C 4.325 -6.134 -4.051 0.001
C 4.738 -5.490 -2.720 0.002
C 4.896 -6.577 -1.645 0.001
C 6.076 -4.776 -2.906 0.001
C 3.640 -4.535 -2.276 0.002
C 2.338 -4.997 -2.065 0.017
C 1.361 -4.127 -1.633 -0.016
N 1.593 -2.831 -1.412 0.085
C 2.827 -2.358 -1.625 -0.022
C 3.863 -3.180 -2.041 -0.010
C 3.031 -0.910 -1.349 0.068
C 4.173 -0.238 -1.757 -0.007
C 4.381 1.099 -1.426 0.007
C 3.380 1.714 -0.668 -0.008
C 2.259 1.004 -0.314 0.021
N 2.065 -0.278 -0.655 -0.043
C 5.604 1.870 -1.891 0.000
C 6.149 2.746 -0.756 0.001
C 6.716 0.936 -2.373 0.000
C 5.149 2.763 -3.059 0.001
H 5.095 -6.838 -4.366 0.000
H 4.213 -5.384 -4.835 0.000
H 3.389 -6.687 -3.969 0.000
H 5.693 -7.262 -1.932 0.000
H 3.986 -7.164 -1.520 0.000
H 5.162 -6.140 -0.680 0.000
H 6.821 -5.494 -3.248 0.000
H 6.445 -4.347 -1.972 0.000
H 6.018 -3.988 -3.660 0.000
H 2.080 -6.034 -2.228 0.002
H 0.348 -4.470 -1.461 0.015
H 4.853 -2.771 -2.164 0.000
H 4.912 -0.766 -2.335 0.001
H 3.471 2.742 -0.348 0.000
H 1.483 1.459 0.292 0.008
H 6.418 2.148 0.117 0.000
H 5.445 3.517 -0.445 0.000
H 7.048 3.257 -1.098 0.000
H 6.999 0.210 -1.608 0.000
H 7.600 1.525 -2.610 0.000
H 6.439 0.400 -3.283 0.000
H 4.404 3.492 -2.736 0.000
H 4.725 2.167 -3.869 0.000
H 6.006 3.310 -3.453 0.000
N -1.135 0.863 -0.459 0.070
C -1.160 1.368 -1.847 -0.016
C -2.602 1.628 -2.315 0.010
C -2.816 1.889 -3.808 0.000
C -1.984 3.055 -4.381 0.002
N -1.117 2.655 -5.484 0.001
C -1.442 2.676 -6.772 0.000
N -2.585 3.205 -7.206 0.000
N -0.597 2.154 -7.663 0.000
C -0.443 0.376 -2.777 0.005
O 0.000 0.747 -3.846 0.021
O -0.384 -0.856 -2.344 0.125
H -2.068 0.585 -0.172 -0.006
H -0.843 1.580 0.196 -0.003
H -0.592 2.299 -1.884 -0.006
H -2.981 2.476 -1.737 -0.001
H -3.215 0.765 -2.033 0.004
H -3.881 2.081 -3.943 0.000
H -2.589 0.990 -4.383 -0.001
H -1.327 3.471 -3.618 -0.001
H -2.598 3.896 -4.701 0.000
H -0.352 2.047 -5.204 0.001
H -3.260 3.594 -6.574 0.000
H -2.758 3.325 -8.190 0.000
H 0.314 1.833 -7.382 0.000
H -0.801 2.165 -8.647 0.000
```

***

Density functional theory data (ωB97M-V with the def2-TZVPD basis set) for 2 unconnected molecules or ions with the total composition CH3NO3.

Computed properties:
E_tot = -8707.1522 eV
Strongest force on any atom = 5.15 eV/A
LUMO energy (spin up / spin down) = 0.003 / -0.058 hartree
ΔE to the lowest compared entry with this formula, charge and spin = 947.0 kJ/mol
Net charge = 0

Structure (XYZ):
```
8
Properties=species:S:1:pos:R:3:mulliken_charge:R:1
C -0.520 0.060 -0.306 -0.897
N 3.408 -0.106 -0.001 0.639
O 4.597 0.016 -0.674 -0.138
O 4.463 -0.337 0.734 -0.129
O 2.483 0.715 0.132 -0.373
H -0.620 -0.246 0.674 0.347
H -0.638 -0.616 -1.131 0.294
H -0.535 1.125 -0.644 0.258
```

***

Density functional theory data (ωB97M-V with the def2-TZVPD basis set) for 2 unconnected molecules or ions with the total composition C9H14O.

Computed properties:
E_tot = -11606.6996 eV
Strongest force on any atom = 2.18 eV/A
LUMO energy = 0.032 hartree
ΔE to the lowest compared entry with this formula, charge and spin = 90.4 kJ/mol
SMILES string = Cc1ccc(O)cc1.CC
Net charge = 0

Structure (XYZ):
```
24
Properties=species:S:1:pos:R:3:mulliken_charge:R:1
C -1.542 -0.303 -2.702 -1.451
C -0.872 0.137 -1.448 0.846
C 0.282 0.947 -1.435 -0.535
C 0.724 1.636 -0.336 -0.522
C -0.044 1.609 0.839 0.703
O 0.128 2.554 1.839 -0.562
C -1.283 1.029 0.788 -0.798
C -1.671 0.221 -0.306 -0.389
H -1.472 -1.362 -2.993 0.287
H -1.084 0.234 -3.540 0.360
H -2.599 -0.084 -2.759 0.363
H 0.810 1.080 -2.375 0.252
H 1.701 2.100 -0.274 0.343
H 0.935 2.442 2.314 0.343
H -2.035 1.086 1.561 0.360
H -2.593 -0.314 -0.123 0.345
C 0.833 -2.066 1.738 -0.853
C 1.877 -1.240 0.979 -0.492
H 0.540 -2.962 1.207 0.293
H 1.134 -2.194 2.781 0.336
H -0.068 -1.451 1.842 0.175
H 1.509 -1.143 -0.041 0.096
H 2.860 -1.707 1.025 0.389
H 1.931 -0.247 1.420 0.109
```